(1)
{
  "formula": "C15H33CoGeSi3",
  "method": "wB97M-V/def2-TZVPD",
  "elements": ["Co", "C", "C", "C", "C", "C", "C", "H", "H", "H", "H", "H", "H", "C", "Si", "C", "C", "Ge", "Si", "C", "C", "C", "Si", "C", "C", "C", "H", "H", "H", "H", "H", "H", "H", "H", "H", "H", "H", "H", "H", "H", "H", "H", "H", "H", "H", "H", "H", "H", "H", "H", "H", "H", "H"],
  "positions_angstrom": [[-0.194, -0.229, -2.075], [-0.930, -1.149, -3.963], [-1.435, 0.161, -3.906], [-0.549, 1.245, -3.814], [0.836, 1.021, -3.777], [1.335, -0.288, -3.816], [0.453, -1.377, -3.911], [-1.609, -1.982, -4.092], [-2.497, 0.338, -4.003], [-0.932, 2.256, -3.832], [1.519, 1.859, -3.768], [2.403, -0.460, -3.838], [0.840, -2.382, -4.013], [-3.352, -1.520, 0.042], [-2.003, -2.092, 1.130], [-1.843, -1.400, 2.806], [-0.932, -3.482, 0.632], [0.255, 0.258, 0.069], [2.348, -0.463, 1.094], [2.121, -0.841, 2.906], [3.415, 1.038, 0.778], [2.939, -1.957, 0.142], [-0.599, 2.286, 1.115], [-2.432, 2.397, 0.765], [-0.228, 2.328, 2.938], [0.373, 3.551, 0.140], [-4.214, -2.193, 0.133], [-3.034, -1.524, -1.001], [-3.678, -0.516, 0.318], [-2.383, -2.046, 3.510], [-2.277, -0.401, 2.871], [-0.798, -1.372, 3.127], [-1.496, -4.422, 0.688], [-0.071, -3.567, 1.295], [-0.590, -3.361, -0.397], [1.616, -0.032, 3.436], [3.103, -0.976, 3.369], [1.567, -1.770, 3.062], [3.160, 1.854, 1.458], [3.309, 1.399, -0.248], [4.468, 0.791, 0.933], [2.385, -2.859, 0.412], [3.995, -2.151, 0.349], [2.837, -1.801, -0.934], [-3.017, 1.791, 1.462], [-2.664, 2.084, -0.255], [-2.772, 3.430, 0.881], [-0.712, 1.513, 3.480], [-0.592, 3.267, 3.365], [0.846, 2.276, 3.126], [0.265, 3.391, -0.936], [1.436, 3.518, 0.388], [0.010, 4.558, 0.362]],
  "nbo_charge": [0.755, -0.201, -0.289, -0.227, -0.244, -0.218, -0.286, 0.254, 0.268, 0.268, 0.268, 0.267, 0.268, -1.230, 1.999, -1.249, -1.235, -0.245, 1.317, -1.127, -1.119, -1.121, 1.317, -1.124, -1.127, -1.116, 0.308, 0.274, 0.288, 0.320, 0.285, 0.291, 0.309, 0.284, 0.285, 0.250, 0.275, 0.233, 0.252, 0.241, 0.272, 0.239, 0.268, 0.235, 0.235, 0.237, 0.271, 0.237, 0.272, 0.251, 0.236, 0.254, 0.273],
  "homo_energy_ev": [-14.36, -14.31],
  "max_force_ev_per_a": 1.40,
  "charge": 2,
  "multiplicity": 3,
  "homo_lumo_gap_ev": [6.0, 6.0],
  "s_squared": 2.100,
  "lumo_energy_ev": [-8.345, -8.355],
  "energy_ha": -4918.95485
}

---

(2)
{
  "formula": "C37H61NO9Si2",
  "method": "wB97M-V/def2-TZVPD",
  "elements": ["C", "C", "Si", "C", "C", "O", "C", "C", "C", "O", "N", "C", "C", "C", "C", "C", "C", "O", "Si", "C", "C", "C", "C", "C", "C", "O", "C", "O", "C", "C", "C", "C", "C", "O", "C", "C", "C", "C", "O", "H", "H", "H", "H", "H", "H", "H", "H", "H", "H", "H", "H", "H", "H", "H", "H", "H", "H", "H", "H", "H", "H", "H", "H", "H", "H", "H", "H", "H", "H", "H", "H", "H", "H", "H", "H", "H", "H", "H", "H", "H", "H", "H", "H", "H", "C", "C", "C", "O", "C", "H", "H", "H", "H", "H", "H", "H", "H", "C", "C", "C", "O", "C", "H", "H", "H", "H", "H", "H", "H", "H"],
  "positions_angstrom": [[3.499, 0.716, 3.012], [3.008, 1.492, 2.239], [2.208, 2.790, 1.184], [1.541, 1.990, -0.386], [2.067, 2.590, -1.687], [1.426, 3.844, -1.929], [3.460, 4.132, 0.747], [4.954, 3.710, 0.794], [5.591, 3.601, -0.588], [5.886, 4.623, -1.164], [5.818, 2.368, -1.252], [5.794, 1.168, -0.481], [6.808, 0.814, 0.400], [6.717, -0.358, 1.140], [5.616, -1.196, 1.019], [4.601, -0.883, 0.120], [4.715, 0.291, -0.612], [1.070, 3.529, 2.137], [-0.446, 2.830, 2.323], [-0.510, 0.941, 2.311], [-1.391, 0.313, 1.184], [-1.821, -1.119, 1.618], [-1.358, -2.226, 0.656], [-1.551, -1.909, -0.842], [-1.961, -3.141, -1.639], [-3.332, -3.524, -1.431], [-4.221, -2.829, -2.202], [-4.563, -3.250, -3.277], [-4.791, -1.558, -1.680], [-4.849, -1.255, -0.358], [-1.534, 3.507, 0.929], [-1.048, 4.890, 0.419], [-1.986, 5.328, -0.699], [-3.154, 5.919, -0.148], [-4.159, 6.108, -1.103], [-1.094, 3.406, 4.014], [-2.627, 3.462, 3.974], [-3.325, 2.204, 3.434], [-3.285, 2.668, 4.883], [3.627, 0.083, 3.860], [1.868, 0.942, -0.374], [0.454, 1.959, -0.488], [3.154, 2.655, -1.729], [1.761, 1.937, -2.514], [2.077, 4.474, -2.251], [3.200, 4.638, -0.182], [3.336, 4.891, 1.524], [5.162, 2.850, 1.430], [5.493, 4.542, 1.247], [5.288, 2.280, -2.106], [7.678, 1.453, 0.502], [7.500, -0.650, 1.828], [5.528, -2.099, 1.611], [3.715, -1.484, -0.030], [3.933, 0.537, -1.324], [-0.976, 0.624, 3.246], [0.452, 0.422, 2.266], [-2.311, 0.876, 1.042], [-0.757, 0.273, 0.301], [-1.456, -1.369, 2.614], [-2.914, -1.155, 1.630], [-0.333, -2.552, 0.850], [-1.978, -3.105, 0.870], [-0.582, -1.579, -1.234], [-2.238, -1.080, -0.983], [-1.747, -2.955, -2.695], [-1.347, -3.985, -1.325], [-5.196, -0.877, -2.422], [-4.420, -0.304, -0.039], [-5.290, -1.913, 0.385], [-1.536, 2.850, 0.055], [-2.575, 3.625, 1.237], [-1.140, 5.653, 1.193], [-0.049, 4.798, -0.004], [-2.301, 4.473, -1.313], [-1.514, 6.043, -1.390], [-4.245, 5.274, -1.811], [-5.124, 6.207, -0.604], [-4.016, 7.027, -1.686], [-0.759, 4.418, 4.246], [-0.848, 2.667, 4.776], [-3.081, 4.408, 3.702], [-4.365, 2.431, 3.230], [-2.971, 1.216, 3.680], [4.320, -4.707, -3.799], [4.561, -3.444, -4.618], [3.837, -2.394, -3.789], [3.920, -2.820, -2.426], [4.390, -4.171, -2.376], [5.042, -5.499, -3.989], [3.321, -5.099, -4.004], [5.630, -3.222, -4.652], [4.193, -3.505, -5.641], [2.778, -2.331, -4.064], [4.279, -1.401, -3.885], [5.420, -4.160, -2.006], [3.777, -4.743, -1.678], [-6.088, -7.168, 0.550], [-4.769, -6.403, 0.554], [-5.242, -4.970, 0.368], [-6.536, -4.884, 0.977], [-7.012, -6.199, 1.275], [-6.033, -8.143, 1.033], [-6.430, -7.314, -0.477], [-4.277, -6.513, 1.524], [-4.071, -6.722, -0.218], [-5.348, -4.724, -0.690], [-4.573, -4.242, 0.829], [-6.964, -6.343, 2.361], [-8.052, -6.289, 0.960]],
  "mulliken_charge": [0.374, -1.429, 0.613, 0.536, -1.011, -0.569, -0.938, -0.497, -0.022, -0.598, -0.268, -0.132, -0.075, -0.531, -1.055, -0.686, 0.144, -1.261, -0.675, -0.700, 0.512, -0.963, -0.830, 0.041, -1.085, -0.213, 0.493, -0.595, -0.335, -0.482, -0.848, 0.001, -0.937, -0.308, -0.763, -1.009, 0.230, -0.624, -0.562, 0.489, 0.310, 0.179, 0.165, 0.530, 0.366, 0.449, 0.541, 0.304, 0.552, 0.433, 0.504, 0.394, 0.473, 0.642, 0.341, 0.936, 0.382, 0.076, -0.160, 0.476, 0.248, 0.374, 0.368, 0.281, 0.176, 0.421, 0.389, 0.396, 0.218, 0.372, 0.594, 0.855, 0.333, -0.111, 0.380, 0.474, 0.330, 0.250, 0.280, 0.369, 0.493, 0.436, 0.473, 0.228, -0.567, -0.569, -0.392, -0.249, -0.510, 0.330, 0.260, 0.289, 0.344, 0.289, 0.199, 0.309, 0.282, -0.588, -0.630, 0.720, -0.435, -0.509, 0.374, 0.264, 0.346, 0.322, -0.193, -0.196, 0.277, 0.280],
  "homo_energy_ev": -8.97,
  "max_force_ev_per_a": 3.89,
  "charge": 0,
  "multiplicity": 1,
  "homo_lumo_gap_ev": 8.4,
  "lumo_energy_ev": -0.566,
  "energy_ha": -2757.20036
}